Record 1
A structure of composition C27H26NO2PPtSTe, computed with ωB97M-V/def2-TZVPD.

CARTESIAN COORDINATES (ANGSTROEM)
Pt  -0.562  -0.797  0.052
N  1.143  2.458  0.552
C  0.190  3.363  0.246
C  0.470  4.739  0.375
C  -0.484  5.698  0.136
C  -1.766  5.326  -0.250
C  -2.070  3.986  -0.372
C  -1.119  2.995  -0.131
P  -1.687  1.255  -0.171
C  -2.905  1.248  -1.520
C  -2.654  1.922  -2.712
C  -3.576  1.876  -3.741
C  -4.740  1.137  -3.602
C  -4.981  0.436  -2.431
C  -4.064  0.487  -1.399
C  -2.687  1.243  1.362
C  -3.971  1.757  1.481
C  -4.646  1.663  2.685
C  -4.039  1.071  3.781
C  -2.740  0.594  3.684
C  -2.069  0.679  2.478
H  2.087  2.800  0.655
H  1.110  1.502  0.190
H  1.466  5.021  0.686
H  -0.230  6.742  0.250
H  -2.520  6.077  -0.436
H  -3.068  3.697  -0.668
H  -1.741  2.491  -2.816
H  -3.390  2.419  -4.655
H  -5.458  1.101  -4.408
H  -5.884  -0.146  -2.322
H  -4.238  -0.044  -0.473
H  -4.446  2.214  0.624
H  -5.650  2.056  2.768
H  -4.576  0.986  4.715
H  -2.259  0.154  4.547
H  -1.047  0.308  2.384
O  3.633  0.319  0.140
C  2.735  -0.466  -0.145
O  1.566  -0.093  -0.469
C  3.078  -1.949  -0.129
C  4.434  -2.248  -0.214
C  4.895  -3.548  -0.204
C  4.000  -4.593  -0.033
C  2.656  -4.322  0.081
C  2.171  -3.008  0.011
S  0.434  -2.905  0.067
H  5.119  -1.419  -0.309
H  5.947  -3.753  -0.324
H  4.347  -5.617  -0.009
H  1.948  -5.126  0.225
C  -4.659  -2.336  1.416
Te  -2.568  -2.633  0.915
C  -2.982  -2.987  -1.171
H  -5.151  -1.639  0.748
H  -4.690  -1.947  2.425
H  -5.178  -3.286  1.379
H  -3.448  -3.958  -1.296
H  -2.035  -2.961  -1.699
H  -3.636  -2.214  -1.554

The charge is 0. As for the lowest unoccupied orbital energy (alpha / beta): 0.19 / -2.56 eV. Its spin multiplicity is 3. For the highest occupied orbital energy (alpha / beta), the calculation gives -6.64 / -7.57 eV. The calculation puts the frontier orbital gap (alpha / beta) at 6.83 / 5.00 eV.

These are the natural (NBO) partial charges, in e, on atoms 1 to 8: number 1, Pt, carries 0.314; number 2, N, carries -0.803; number 3, C, carries 0.233; number 4, C, carries -0.276; number 5, C, carries -0.150; number 6, C, carries -0.308; number 7, C, carries -0.098; number 8, C, carries -0.463

***

Record 2
A structure of composition C27H27As2N3O12RhS2, computed with ωB97M-V/def2-TZVPD.

CARTESIAN COORDINATES (ANGSTROEM)
Rh  0.032  -0.651  3.113
S  -0.592  -3.135  3.774
C  1.051  -3.243  3.457
N  1.722  -2.134  3.104
C  3.030  -2.377  2.886
C  3.992  -1.413  2.517
C  5.280  -1.830  2.342
C  5.641  -3.188  2.522
C  4.722  -4.145  2.885
C  3.401  -3.734  3.070
S  2.031  -4.666  3.527
H  3.692  -0.381  2.399
H  6.045  -1.118  2.066
H  6.672  -3.479  2.374
H  5.015  -5.176  3.024
C  2.218  1.165  0.232
C  1.717  1.813  1.470
N  1.037  1.229  2.440
C  0.775  2.192  3.388
C  1.302  3.381  2.975
N  1.890  3.113  1.770
C  1.369  4.775  3.503
O  0.786  5.007  4.658
O  1.907  5.617  2.830
C  0.004  1.848  4.609
O  -0.243  2.701  5.447
O  -0.389  0.611  4.683
H  1.892  0.126  0.211
H  3.307  1.194  0.177
H  1.807  1.677  -0.637
H  2.314  3.837  1.204
H  0.397  4.177  5.050
C  -1.496  -4.658  -4.804
O  -1.730  -3.305  -4.365
C  -1.623  -3.085  -3.062
O  -1.430  -3.946  -2.235
C  -1.737  -1.645  -2.672
C  -1.510  -0.660  -3.535
As  -1.635  1.269  -3.244
C  0.265  1.709  -3.421
C  -1.738  1.361  -1.293
C  -1.947  0.361  -0.434
As  -2.057  -1.593  -0.739
C  -0.172  -1.946  -0.275
C  -2.106  0.665  1.012
O  -1.737  -0.110  1.892
O  -2.731  1.784  1.269
C  -2.831  2.218  2.651
C  -1.489  2.770  -0.805
O  -0.420  3.051  -0.323
O  -2.397  3.712  -1.023
C  -3.725  3.369  -1.458
C  -1.001  -0.902  -4.939
O  0.180  -0.984  -5.129
O  -1.863  -0.866  -5.956
C  -3.275  -0.923  -5.703
H  -1.537  -4.622  -5.886
H  -2.267  -5.313  -4.404
H  -0.520  -4.994  -4.463
H  0.531  1.662  -4.474
H  0.886  1.014  -2.860
H  0.404  2.727  -3.061
H  0.487  -1.464  -0.997
H  -0.006  -3.020  -0.283
H  0.029  -1.545  0.719
H  -3.651  2.926  2.669
H  -1.900  2.709  2.924
H  -3.023  1.369  3.301
H  -4.350  4.208  -1.170
H  -4.076  2.464  -0.964
H  -3.746  3.249  -2.539
H  -3.746  -0.841  -6.676
H  -3.601  -0.094  -5.076
H  -3.536  -1.873  -5.241

The charge is +1. As for the lowest unoccupied orbital energy (alpha / beta): -3.19 / -6.52 eV. Its spin multiplicity is 5. For the highest occupied orbital energy (alpha / beta), the calculation gives -11.64 / -11.64 eV. The calculation puts the frontier orbital gap (alpha / beta) at 8.44 / 5.11 eV.

These are the Löwdin partial charges, in e, on atoms 1 to 8: number 1, Rh, carries 1.044; number 2, S, carries 0.805; number 3, C, carries -1.107; number 4, N, carries -0.074; number 5, C, carries -0.287; number 6, C, carries 0.011; number 7, C, carries -0.038; number 8, C, carries -0.030

***

Record 3
A structure of composition C27H27BF4N4OTi, computed with ωB97M-V/def2-TZVPD.

CARTESIAN COORDINATES (ANGSTROEM)
Ti  0.565  -0.189  -0.159
C  3.668  -0.178  0.203
N  2.331  -0.164  0.862
C  2.197  -0.472  2.121
C  0.890  -0.597  2.617
C  0.359  -0.956  3.839
C  -1.036  -0.992  3.671
C  -1.294  -0.675  2.354
N  -0.136  -0.431  1.678
C  4.804  -0.509  1.126
C  5.217  -1.828  1.281
C  6.241  -2.134  2.166
C  6.852  -1.125  2.898
C  6.444  0.193  2.744
C  5.421  0.501  1.859
H  3.822  0.810  -0.238
H  3.608  -0.918  -0.599
H  3.067  -0.655  2.745
H  0.916  -1.168  4.737
H  -1.775  -1.224  4.420
H  -2.272  -0.588  1.903
H  4.742  -2.617  0.709
H  6.568  -3.159  2.277
H  7.654  -1.365  3.582
H  6.929  0.980  3.305
H  5.111  1.532  1.726
O  -1.337  -0.838  -0.614
C  -1.750  -1.449  -1.884
C  -2.543  -0.435  -2.681
C  -1.871  0.946  -2.659
C  -0.440  0.917  -3.122
C  -0.140  1.179  -4.454
C  1.172  1.212  -4.884
C  2.181  0.988  -3.958
C  1.818  0.707  -2.662
N  0.542  0.662  -2.236
H  -2.088  -0.776  -0.012
H  -2.309  -2.352  -1.652
H  -0.822  -1.728  -2.375
H  -3.557  -0.343  -2.288
H  -2.634  -0.803  -3.705
H  -1.914  1.368  -1.655
H  -2.431  1.619  -3.307
H  -0.952  1.372  -5.142
H  1.407  1.418  -5.919
H  3.225  1.015  -4.234
H  2.586  0.499  -1.929
F  2.100  -3.519  0.872
B  0.999  -3.855  0.224
F  1.171  -1.616  -1.011
F  1.036  -4.644  -0.817
F  -0.160  -3.371  0.652
N  0.324  1.891  0.176
C  0.258  3.016  0.414
C  0.176  4.401  0.705
C  -0.039  4.808  2.028
C  -0.123  6.158  2.303
C  0.004  7.086  1.275
C  0.219  6.676  -0.037
C  0.306  5.331  -0.333
H  -0.137  4.072  2.815
H  -0.289  6.490  3.318
H  -0.063  8.142  1.499
H  0.317  7.408  -0.826
H  0.472  4.995  -1.348

The charge is +2. As for the lowest unoccupied orbital energy: -7.41 eV. Its spin multiplicity is 1. For the highest occupied orbital energy, the calculation gives -14.03 eV. The calculation puts the frontier orbital gap at 6.62 eV.

These are the natural (NBO) partial charges, in e, on atoms 1 to 8: number 1, Ti, carries 1.843; number 2, C, carries -0.269; number 3, N, carries -0.553; number 4, C, carries 0.219; number 5, C, carries -0.014; number 6, C, carries -0.136; number 7, C, carries -0.265; number 8, C, carries 0.023

***

ΔE to the lowest compared entry with this formula, charge and spin for every record listed, in sequence, given in eV: 1.235 0.442 0.024.
E for every record listed, in sequence, given in eV: -64669.6175 -203826.2969 -71101.3493.